Computed, not measured: C3H4N2S in the gas phase at a distorted geometry, with wB97M-V/def2-TZVPD.

Calculated values
ΔE to the lowest compared entry with this formula, charge and spin   157.1 kJ/mol
LUMO energy   0.60 eV
SMILES   N#CC/C=N\S
Spin multiplicity   1
E_HOMO   -9.653 eV

Each atom is followed by the atoms it is bonded to, with distances in Å.
Element x y z (Å)
1 N 3.442 -0.136 0.043  C2 1.146
2 C 2.301 -0.214 -0.025  N1 1.146, C3 1.432
3 C 0.878 -0.374 -0.023  C2 1.432, C4 1.508, H7 1.104, H8 1.121
4 C 0.067 0.898 -0.039  C3 1.508, N5 1.278, H9 1.102
5 N -1.208 0.978 0.002  C4 1.278, S6 1.715
6 S -2.105 -0.483 -0.005  N5 1.715, H10 1.309
7 H 0.604 -0.988 -0.898  C3 1.104
8 H 0.634 -0.924 0.922  C3 1.121
9 H 0.612 1.852 0.037  C4 1.102
10 H -3.282 0.038 0.234  S6 1.309